i) C5H8O3 in the gas phase, computed with ωB97M-V/def2-TZVPD.

CARTESIAN COORDINATES (ANGSTROEM)
1 O 0.6251 1.7425 0.2026
2 O 0.7630 -1.2714 0.3111
3 O -1.6068 0.7311 0.1247
4 C 1.5497 -0.4025 -0.5508
5 C 0.1509 -0.5052 1.2780
6 C 1.4596 0.9148 -0.6992
7 C -1.6146 -0.3427 -0.9823
8 C -0.2995 0.8221 0.7643
9 H 2.1556 1.5132 -1.1421
10 H -0.6589 1.2222 1.8251
11 H -0.7279 -0.9846 1.8751
12 H 2.0732 -1.1435 -1.1330
13 H -1.1424 0.0372 -1.9459
14 H -0.9521 -1.2710 -0.4145
15 H 0.8959 -0.3349 1.9528
16 H -2.6710 -0.7271 -1.4658

The HOMO energy comes out at -9.073 eV. Its charge is 0.

---

ii) C5H8O3 in the gas phase, computed with ωB97M-V/def2-TZVPD.

CARTESIAN COORDINATES (ANGSTROEM)
1 O -0.6834 -0.9951 -0.1491
2 O -2.5352 1.2532 0.4546
3 O 1.4540 1.9924 0.4589
4 C 2.0691 -0.4517 0.5278
5 C -0.3850 0.3465 -0.0546
6 C -1.7512 -1.4718 -0.9503
7 C 1.1328 0.6562 0.2937
8 C -1.3561 1.4496 0.2260
9 H -0.8800 2.3926 0.2185
10 H -2.5221 -0.7404 -1.2069
11 H 1.8602 -0.8667 1.5589
12 H 1.7360 -1.3270 -0.0329
13 H -1.3876 -1.8618 -1.9943
14 H -2.1940 -2.2652 -0.2564
15 H 2.4262 1.9666 0.4708
16 H 3.0163 -0.0774 0.4354

The HOMO energy (alpha / beta) comes out at -7.732 / -7.733 eV. Its charge is 0.

---

iii) C5H8O3 in the gas phase, computed with ωB97M-V/def2-TZVPD.

CARTESIAN COORDINATES (ANGSTROEM)
1 O 2.1346 -0.4750 0.8999
2 O 0.1360 -1.6861 -0.3555
3 O 0.7855 -1.9858 -1.5828
4 C -1.9333 -0.7802 0.8222
5 C 0.1043 0.6259 0.1717
6 C 1.4561 0.4184 0.1573
7 C -0.7347 -0.4945 0.3611
8 C -0.4944 1.8548 -0.4595
9 H 0.2719 2.6018 -0.6574
10 H 1.5119 -1.1462 1.2264
11 H -2.4664 -0.0810 1.4484
12 H 1.6912 -2.1862 -1.2935
13 H -1.2325 2.3016 0.2059
14 H -0.9885 1.5998 -1.3964
15 H -2.3615 -1.7577 0.6615
16 H 2.1197 1.1906 -0.2092

The HOMO energy comes out at -8.380 eV. Its charge is 0.

---

iv) A molecular structure, C5H8O3, computed with ωB97M-V/def2-TZVPD.

CARTESIAN COORDINATES (ANGSTROEM)
1 O -1.5666 0.5343 -1.8120
2 O 0.9072 -1.9559 -0.1305
3 O -0.0683 -0.9782 2.2542
4 C 0.6035 -0.7455 -0.2362
5 C -0.4438 1.3608 -1.3477
6 C 0.1804 -0.1748 1.1728
7 C -0.1285 1.1959 1.3156
8 C 0.8538 0.3633 -1.2628
9 H -0.5930 1.5306 2.3686
10 H -0.3713 1.6277 -0.1220
11 H 0.3061 -1.9547 2.1996
12 H -0.1252 2.1959 -2.1107
13 H 1.4968 1.0134 -0.4461
14 H -2.7510 0.9815 -0.7992
15 H 1.4947 -0.0880 -1.9860
16 H -0.0281 1.8930 0.5519

The HOMO energy comes out at -9.074 eV. Its charge is 0.

---

Stability check: which of them is most stable? ii).

---

i) C5H8O3 in the gas phase, computed with ωB97M-V/def2-TZVPD.

CARTESIAN COORDINATES (ANGSTROEM)
1 O 0.7451 0.7530 -1.3502
2 O 0.2232 -0.2114 0.8163
3 O -1.9438 0.3496 2.1495
4 C 2.5172 -0.2165 0.0440
5 C -1.1159 0.0792 0.6045
6 C -2.8957 0.3431 -1.1932
7 C 1.0218 -0.1771 -0.3320
8 C -1.9423 0.1038 -0.3446
9 H 2.9572 -0.0124 -0.9160
10 H 2.7912 0.6554 0.7684
11 H 2.9036 -1.2184 0.4521
12 H 0.8688 -1.2417 -0.7148
13 H -1.3282 0.1480 2.8581
14 H 0.9836 1.6881 -0.9858
15 H -3.3888 -0.3173 -1.8395
16 H -2.9754 1.4318 -1.4024

The HOMO energy comes out at -9.124 eV. Its charge is 0.

---

ii) C5H8O3 in the gas phase, computed with ωB97M-V/def2-TZVPD.

CARTESIAN COORDINATES (ANGSTROEM)
1 O -0.0283 -0.7989 0.2147
2 O -2.1422 -0.0982 -0.3487
3 O 1.0952 1.1456 0.7214
4 C -1.1856 -1.1224 -0.5189
5 C -2.0085 0.5064 0.8415
6 C -1.9468 1.2350 1.7982
7 C 0.8286 0.2435 -0.2923
8 C 2.1451 -0.3488 -0.7655
9 H 2.6152 -0.8674 0.0638
10 H 0.2582 1.4324 1.1215
11 H 2.7885 0.4611 -1.0944
12 H -2.1408 1.7831 2.6709
13 H 0.2985 0.7341 -1.1310
14 H -1.0195 -1.1984 -1.6045
15 H -1.5365 -2.0675 -0.0907
16 H 1.9788 -1.0395 -1.5861

The HOMO energy comes out at -9.893 eV. Its charge is 0.

---

Stability check: which of them is most stable? ii).

---

i) 5 unconnected molecules or ions with the total composition CH11NO4, computed with ωB97M-V/def2-TZVPD.

CARTESIAN COORDINATES (ANGSTROEM)
1 O -0.3976 2.4321 -4.8149
2 O -2.0837 3.2621 -2.6699
3 O 2.8101 0.3688 5.2972
4 O 0.9616 4.3167 -2.6368
5 N -0.7980 -6.4984 2.3335
6 C -0.2003 -5.6325 3.0611
7 H 0.5930 -5.1265 2.5779
8 H 1.6966 3.8563 -2.4421
9 H -0.5523 -5.2642 3.9751
10 H -1.7872 -6.9240 2.4535
11 H -2.1092 2.5410 -2.0736
12 H 1.8419 0.5392 5.1498
13 H 0.7000 4.1032 -3.5109
14 H -1.6930 3.9634 -2.2035
15 H -0.8286 1.8866 -5.4392
16 H -1.0888 2.7981 -4.2810
17 H 2.9355 -0.6218 5.2238

The HOMO energy comes out at -9.663 eV. Its charge is 0.

---

ii) A molecular structure, CH11NO4, computed with ωB97M-V/def2-TZVPD.

CARTESIAN COORDINATES (ANGSTROEM)
1 O -1.6838 0.0742 0.6884
2 O 0.5382 -2.4444 -0.3366
3 O -0.6656 2.4244 0.3988
4 O -0.9407 -1.3333 -1.8649
5 N 1.6995 1.4337 0.8709
6 C 1.3818 0.1284 0.5869
7 H -1.4433 1.0504 0.4631
8 H -1.3986 -0.4363 -0.0786
9 H 0.7962 1.9491 0.6766
10 H 0.7219 -3.3310 -0.6590
11 H 2.2091 -0.5960 0.5756
12 H -1.4617 -1.8538 -2.4796
13 H 0.7241 -0.1951 1.3870
14 H -1.3703 3.0563 0.5927
15 H 2.4532 1.6480 0.3048
16 H 0.8089 0.0498 -0.3264
17 H -0.2107 -1.9159 -1.1597

The HOMO energy comes out at -9.579 eV. Its charge is 0.

---

Stability check: which of them is most stable? i).

---

i) A molecular structure, C5H12BN, computed with ωB97M-V/def2-TZVPD.

CARTESIAN COORDINATES (ANGSTROEM)
1 N 0.5762 0.2178 -0.3062
2 C 1.1556 0.8840 -1.5544
3 C -2.3807 0.2173 -1.3680
4 C 0.6922 -0.4466 1.8961
5 C -0.7212 -0.9338 1.3203
6 C 1.5433 -0.0127 0.7553
7 B -0.7285 -0.1811 -0.1281
8 H -0.7793 -2.0206 1.1586
9 H 0.4510 0.4689 2.4597
10 H 0.3086 1.2374 -2.1352
11 H -3.1545 -0.4519 -1.1511
12 H -1.4397 -0.7113 2.0453
13 H 1.2701 -1.1298 2.5262
14 H -1.8275 -0.0296 -2.3477
15 H 1.6759 0.2030 -2.0201
16 H 2.1054 -0.9364 0.4880
17 H 1.7922 1.6786 -1.2244
18 H 2.2486 0.7399 0.8713
19 H -2.7875 1.2070 -1.2856

The HOMO energy comes out at -9.054 eV. Its charge is 0.

---

ii) 2 unconnected molecules or ions with the total composition C5H12BN, computed with ωB97M-V/def2-TZVPD.

CARTESIAN COORDINATES (ANGSTROEM)
1 N 1.4154 0.1667 0.1326
2 C -1.0569 0.1734 1.5038
3 C -1.1808 -0.2740 -2.6002
4 C -0.5999 -0.1979 2.7002
5 C -0.3312 0.8313 -1.9498
6 C 2.4918 -0.3022 0.9229
7 B 0.5923 0.4512 -0.7598
8 H -0.4892 0.5712 3.5426
9 H 0.3294 1.1752 -2.6627
10 H -1.7771 0.0488 -3.4472
11 H 2.6465 0.3374 1.8288
12 H -1.1789 1.1756 1.3272
13 H -0.6772 -1.1870 -2.9869
14 H -0.4709 -1.2159 3.0891
15 H -1.9409 -0.7071 -2.0580
16 H -1.3919 -0.4700 0.5934
17 H 3.4865 0.0218 0.3476
18 H 2.5488 -1.2756 1.2134
19 H -0.9978 1.5464 -1.6196

The HOMO energy comes out at -8.828 eV. Its charge is 0.

---

Stability check: which of them is most stable? i).